26
Properties=species:S:1:pos:R:3:forces:R:3 method="wB97M-V/def2-TZVPD" total_energy_ha=-556.87940 e_homo_ev=-8.2 lumo_energy_ev=0.8 smiles=N[C@H]1C[C@H]2C[C@@H]1c1ccc(O)cc12 orbital_gap_ev=9.00 largest_force_ev_per_a=4.1 de_lowest_kj_mol=191.24
N -2.63744 0.24316 -2.59017 -4.14 0.23 0.20
C -1.65259 -0.14701 -1.61789 0.13 -1.74 -0.89
C -0.29289 0.25676 -2.24832 1.77 -1.97 -0.06
C 0.39199 1.11746 -1.15356 0.38 -0.57 -1.10
C -0.84997 1.78133 -0.61058 0.13 2.66 1.96
C -1.59857 0.53055 -0.26082 -0.81 -0.31 0.25
C -0.53381 -0.10819 0.51809 1.83 0.54 2.20
C -0.54591 -0.52857 1.84633 -1.89 0.89 -1.12
C 0.61270 -1.02445 2.34628 2.03 -0.78 1.48
C 1.87467 -0.96016 1.67805 -1.43 0.51 1.07
O 3.03952 -1.29153 2.39840 -0.46 -1.73 -2.21
C 1.94143 -0.32355 0.44505 0.51 1.69 -0.05
C 0.73437 0.28513 0.00639 -0.35 -3.49 -0.22
H -2.83158 1.24427 -2.73240 0.98 -0.28 0.22
H -3.62561 -0.05571 -2.28484 1.97 0.12 -0.51
H -1.90819 -1.26253 -1.45687 1.14 1.49 -0.34
H 0.33869 -0.67654 -2.52878 -1.01 1.75 0.11
H -0.47206 0.93933 -3.08648 0.04 -0.63 -0.17
H 1.28738 1.63979 -1.45258 -0.23 0.84 -0.57
H -0.53381 2.39453 0.30294 -0.95 -0.51 -1.21
H -1.48755 2.31090 -1.28119 0.14 1.15 -0.79
H -2.62430 0.51567 0.14253 0.56 0.56 0.37
H -1.44162 -0.19299 2.44640 0.90 -1.42 -0.40
H 0.56144 -1.43260 3.35464 0.49 0.20 -0.05
H 3.41380 -1.99713 1.79244 0.02 1.10 1.40
H 2.98085 -0.07273 0.03398 -1.75 -0.29 0.41

93
Properties=species:S:1:pos:R:3:forces:R:3 method="wB97M-V/def2-TZVPD" total_energy_ha=-5846.33182 multiplicity=7 total_charge=+3 e_homo_ev="-15.5 / -15.5" lumo_energy_ev="-9.8 / -9.3" orbital_gap_ev="5.72 / 6.18" largest_force_ev_per_a=2.7 s2=12.6810
Tb 0.00075 -0.00466 -0.49933 0.71 2.00 -1.37
P -2.67371 -0.34399 -0.27081 -1.67 -0.37 0.04
P 0.45790 0.72894 2.22985 0.64 0.47 1.51
P 0.77682 -2.51125 0.33583 0.67 -2.47 0.94
H 2.41640 -0.92090 -5.13045 -0.15 -0.48 -1.16
C 2.12626 -1.87202 -4.68950 0.19 -0.39 -0.33
C 0.83189 -2.12562 -4.42935 0.52 -1.11 -0.78
H 0.04802 -1.91439 -5.16361 0.01 1.12 0.72
C -3.76732 0.69108 -1.29093 0.16 0.23 -0.16
C -3.38388 -0.28204 1.40840 0.26 0.12 0.03
C -3.22674 -1.97931 -0.86809 0.42 -0.05 -0.07
C 2.25320 0.92008 2.59336 0.10 -0.15 -0.46
C -0.14501 2.27653 2.99527 -0.37 0.19 -0.39
C -0.04760 -0.47594 3.51648 -0.20 -0.25 -0.17
C 1.02456 -3.68067 -1.04938 -0.07 0.32 -0.48
C -0.28974 -3.55420 1.40692 -0.33 0.35 0.15
C 2.39467 -2.67469 1.20216 0.17 0.60 -0.03
H 2.96056 -2.58551 -4.60366 -0.34 0.55 1.31
H 0.48995 -2.73931 -3.59955 0.20 -0.95 -0.68
H -3.40213 0.70023 -2.32452 -0.13 0.02 0.13
H -3.81916 1.72399 -0.93935 -0.08 -0.21 -0.17
H -4.75653 0.22104 -1.25898 0.09 0.23 -0.03
H -3.23330 0.70688 1.85897 -0.12 -0.21 -0.07
H -2.90468 -1.03969 2.04251 -0.25 0.13 -0.14
H -4.45455 -0.49392 1.30550 0.16 0.04 0.20
H -2.81528 -2.14534 -1.87292 -0.23 -0.12 0.17
H -4.32133 -1.92578 -0.92320 0.26 -0.30 0.02
H -2.89852 -2.78251 -0.19771 -0.22 0.14 -0.21
H 2.36800 1.31740 3.61299 0.00 -0.22 -0.33
H 2.70062 1.62597 1.88081 -0.03 -0.09 0.25
H 2.77943 -0.03811 2.49517 -0.08 0.25 0.12
H 0.38430 2.43153 3.94795 -0.21 -0.14 -0.32
H -1.22551 2.21073 3.16517 0.18 0.05 0.06
H 0.01733 3.12983 2.32820 0.05 -0.09 0.19
H 0.05016 0.00088 4.50230 0.02 -0.17 -0.28
H 0.56523 -1.38498 3.48708 -0.09 0.25 0.05
H -1.09582 -0.76138 3.36529 0.20 0.06 0.17
H 1.77515 -4.42227 -0.75532 -0.21 0.12 -0.11
H 1.36242 -3.14569 -1.94363 0.12 -0.31 0.14
H 0.08042 -4.18735 -1.27571 0.15 0.09 -0.04
H 0.20394 -4.51992 1.58708 -0.08 0.29 -0.11
H -1.25303 -3.73098 0.91244 0.23 -0.05 0.16
H -0.47221 -3.05750 2.36725 0.01 -0.21 -0.19
H 2.84128 -3.65353 0.98277 -0.23 0.25 0.10
H 2.26677 -2.56898 2.28624 0.03 0.01 -0.24
H 3.08146 -1.89346 0.85146 0.03 -0.24 0.15
C 1.93609 0.86656 -3.24187 0.31 0.80 0.52
C 2.97366 0.26544 -2.48396 -0.19 -0.16 -0.97
C 4.29822 0.63769 -2.78759 0.31 0.69 0.72
C 4.58964 1.70647 -3.65031 -0.62 -0.42 -0.25
C 3.54376 2.30973 -4.35652 -0.32 0.39 0.77
C 2.22464 1.99757 -4.03540 0.04 -0.82 -0.50
S 0.25378 0.21806 -3.38006 0.34 1.15 0.51
H 0.06581 0.49300 -4.72123 -0.01 -0.26 1.07
H 2.79120 -0.51447 -1.71856 0.10 0.01 -0.76
H 5.14854 0.12790 -2.32022 -0.52 0.22 0.10
H 5.59629 2.10823 -3.77487 -0.15 -0.60 -0.09
H 3.72552 3.06767 -5.11624 0.08 0.02 0.38
H 1.40978 2.57235 -4.47461 0.14 -0.29 -0.14
C -2.69531 5.37826 2.44305 -0.07 -0.23 -0.03
C -3.25666 4.20859 1.90981 -0.02 0.04 0.09
C -2.60830 3.53882 0.87950 0.36 0.27 0.17
C -1.41930 4.06349 0.35844 0.32 -0.59 -0.03
C -0.85891 5.24390 0.86777 -0.36 -0.38 0.03
C -1.50286 5.88855 1.93704 0.22 -0.16 -0.37
As -0.61507 3.01267 -1.13026 -0.40 2.45 0.08
C -1.77951 3.80859 -2.53140 -0.30 -0.65 -0.34
C -2.01310 3.09586 -3.71976 -0.08 0.29 0.07
C -2.86244 3.61338 -4.70270 0.00 0.07 0.13
C -3.50443 4.83602 -4.49259 0.18 -0.04 0.29
C -3.28371 5.54941 -3.31098 0.36 -0.30 0.15
C -2.41088 5.04708 -2.33387 -0.09 -0.13 0.05
C 0.97743 4.14103 -1.38272 0.44 -0.76 -0.14
C 1.08146 5.12346 -2.37523 0.14 -0.09 0.32
C 2.24412 5.90494 -2.44736 -0.03 -0.09 0.26
C 3.31079 5.66861 -1.56800 -0.32 0.01 0.09
C 3.21298 4.65400 -0.60224 0.03 0.12 -0.02
C 2.05024 3.88541 -0.51356 0.11 0.48 -0.43
H -3.19087 5.88385 3.26618 0.04 -0.05 -0.13
H -4.19474 3.80568 2.29703 0.26 0.25 0.00
H -3.01081 2.60105 0.48380 0.08 0.47 0.20
H 0.05652 5.65575 0.43616 -0.29 -0.13 0.22
H -1.05066 6.79006 2.35432 -0.26 -0.24 -0.09
H -1.52399 2.13654 -3.88531 -0.19 0.27 0.05
H -3.03938 3.05785 -5.62686 0.08 0.18 0.31
H -4.18041 5.23542 -5.24052 0.07 -0.07 0.05
H -3.79017 6.49664 -3.12532 0.15 -0.24 -0.14
H -2.25019 5.61784 -1.41190 -0.10 -0.25 -0.44
H 0.25756 5.30144 -3.06730 0.22 0.00 0.21
H 2.28402 6.73283 -3.16266 0.10 -0.41 0.22
H 4.19867 6.30866 -1.60225 -0.34 -0.33 -0.03
H 4.03298 4.49007 0.10634 -0.31 0.06 -0.36
H 1.97037 3.11480 0.25658 -0.01 0.13 -0.09

15
Properties=species:S:1:pos:R:3:forces:R:3 method="wB97M-V/def2-TZVPD" total_energy_ha=-287.82466 e_homo_ev=-9.6 lumo_energy_ev=0.9 smiles="CCNC(C)=O" orbital_gap_ev=10.51 largest_force_ev_per_a=0.4 de_lowest_kj_mol=20.45
C 0.14210 -1.45290 1.53714 -0.05 0.01 0.04
C 1.09289 -0.84558 0.50793 0.14 -0.04 0.07
N 0.38642 -0.12527 -0.53736 -0.13 0.02 -0.03
C -0.06078 1.15907 -0.40846 -0.04 -0.02 0.03
C -1.04373 1.57324 -1.49266 -0.02 0.10 -0.02
O 0.27972 1.90384 0.49507 -0.08 -0.29 -0.26
H 0.68067 -2.08607 2.25043 -0.05 0.13 -0.10
H -0.61627 -2.07131 1.04230 0.12 0.07 0.08
H -0.36949 -0.66096 2.09236 0.06 -0.11 -0.07
H 1.79093 -0.15427 0.98714 -0.13 -0.05 -0.08
H 1.68526 -1.63020 0.02347 -0.07 0.13 0.09
H -0.06224 -0.68135 -1.24690 0.06 0.02 0.05
H -1.11108 0.85067 -2.31254 0.04 0.12 0.14
H -0.75952 2.54599 -1.89824 -0.01 -0.09 0.10
H -2.03488 1.67510 -1.03968 0.15 0.01 -0.03